{
  "formula": "C13H11CoN5OS2",
  "method": "the ωB97M-V functional and the def2-TZVPD basis",
  "relative_energy_ev": 0.572,
  "homo_energy_ev": [-11.46, -11.55],
  "spin_multiplicity": 5,
  "orbital_gap_ha": [0.2666, 0.2100],
  "total_charge": 1,
  "elements": ["Co", "N", "C", "S", "N", "N", "C", "C", "C", "C", "C", "C", "C", "C", "C", "C", "C", "C", "N", "H", "H", "H", "H", "H", "H", "H", "H", "H", "H", "H", "O", "S", "N"],
  "positions_angstrom": [[-2.4674, 1.2734, 0.1757], [0.0989, 4.5493, -0.8500], [-0.5279, 3.4019, -0.5923], [-2.2750, 3.3968, -0.6424], [0.2051, 2.3354, -0.3655], [-0.4899, 1.2367, -0.0909], [0.0474, 0.0398, -0.0945], [1.4751, -0.2383, -0.2472], [2.4395, 0.6325, 0.2819], [3.7840, 0.3333, 0.1717], [4.2004, -0.8172, -0.4826], [3.2601, -1.6734, -1.0387], [1.9135, -1.3873, -0.9269], [-0.9755, -1.0225, -0.0141], [-0.7305, -2.3389, 0.3560], [-1.7531, -3.2701, 0.2796], [-3.0194, -2.8605, -0.1119], [-3.2237, -1.5213, -0.3688], [-2.2347, -0.6218, -0.3208], [-0.4300, 5.3781, -1.0529], [1.1018, 4.5610, -0.9332], [2.1283, 1.5271, 0.7939], [4.5154, 1.0020, 0.6053], [5.2556, -1.0354, -0.5774], [3.5859, -2.5608, -1.5643], [1.1923, -2.0227, -1.4196], [0.2465, -2.6120, 0.7227], [-1.5687, -4.3059, 0.5300], [-3.8377, -3.5595, -0.2030], [-4.2032, -1.1458, -0.6370], [-1.6029, 0.6862, 3.5692], [-2.9114, 1.2262, 3.2585], [-3.1989, 1.4136, 1.7896]]
}

{
  "formula": "C13H11F6I2IrN2OSb",
  "method": "the ωB97M-V functional and the def2-TZVPD basis",
  "homo_energy_ev": [-18.57, -18.58],
  "orbital_gap_ha": [0.1910, 0.1913],
  "total_charge": 3,
  "elements": ["Ir", "I", "C", "C", "C", "I", "C", "O", "C", "C", "N", "C", "C", "C", "C", "C", "C", "N", "C", "H", "H", "H", "H", "H", "H", "H", "H", "H", "H", "H", "F", "Sb", "F", "F", "F", "F", "F"],
  "positions_angstrom": [[0.1366, -0.0500, 0.8011], [-6.6790, 3.1244, -0.3513], [-5.1336, 1.9006, 0.0069], [-5.3524, 0.5429, 0.2747], [-4.2829, -0.2717, 0.5347], [-4.5332, -2.2296, 0.9613], [-2.8880, 0.2898, 0.5278], [-1.9523, -0.4938, 0.6950], [-2.6931, 1.7324, 0.2765], [-1.3415, 2.4093, 0.4023], [-0.1772, 1.6804, -0.1914], [1.0955, 2.4871, -0.0671], [2.2844, 1.5622, -0.0915], [3.5473, 1.9291, -0.4909], [4.5855, 1.0067, -0.3721], [4.3301, -0.2573, 0.1354], [3.0400, -0.5813, 0.5083], [2.0497, 0.3148, 0.3846], [-3.7816, 2.4693, 0.0001], [-6.3576, 0.1429, 0.2844], [-1.1089, 2.5402, 1.4629], [-1.3978, 3.4024, -0.0463], [-0.3483, 1.5089, -1.1858], [1.0538, 2.9841, 0.9054], [1.1427, 3.2484, -0.8444], [3.7282, 2.9230, -0.8782], [5.5880, 1.2801, -0.6747], [5.1139, -0.9935, 0.2448], [2.7793, -1.5521, 0.9092], [-3.6830, 3.5259, -0.2202], [0.4407, -1.6636, 2.0702], [0.2861, -0.9057, 3.9540], [0.5913, 0.7783, 2.5038], [2.1299, -0.9235, 3.8928], [0.1970, 0.3510, 5.2878], [-0.0749, -2.5313, 4.7038], [-1.4455, -0.5352, 3.3443]]
}

{
  "formula": "C13H11FN2O2",
  "method": "the ωB97M-V functional and the def2-TZVPD basis",
  "relative_energy_ev": 0.151,
  "homo_energy_ev": -8.30,
  "orbital_gap_ha": 0.3294,
  "smiles": "Cc1cc2[nH]cc([C@H]3CC(=O)NC3=O)c2cc1F",
  "elements": ["O", "O", "F", "C", "C", "C", "C", "C", "C", "C", "C", "C", "C", "N", "N", "C", "C", "C", "H", "H", "H", "H", "H", "H", "H", "H", "H", "H", "H"],
  "positions_angstrom": [[-2.0077, 4.3740, 0.8065], [-0.5315, 2.9861, -3.0243], [-1.4061, -3.4546, 1.3721], [-1.9406, 3.5140, -0.0642], [-1.0980, 2.8174, -1.9837], [1.3526, 1.2133, -1.0540], [0.0472, 0.7925, -0.8379], [-0.7750, -1.4182, 0.2932], [1.8959, -1.9398, 0.7253], [-0.4065, -2.6465, 0.9086], [0.1653, -0.5177, -0.1850], [1.5089, -0.7915, 0.0080], [0.9597, -2.9194, 1.1106], [-1.5857, 3.8851, -1.2862], [2.2243, 0.2521, -0.5283], [1.4513, -4.2001, 1.8569], [-1.9311, 2.0064, 0.1067], [-1.2698, 1.5017, -1.1931], [1.6283, 2.0852, -1.5883], [-1.8088, -1.1414, 0.1749], [2.9648, -2.0517, 0.9190], [-1.2007, 4.7869, -1.4490], [3.2482, 0.2648, -0.5943], [0.6738, -4.6034, 2.5356], [2.3002, -3.9926, 2.4922], [1.7094, -4.9950, 1.1458], [-2.9555, 1.6633, 0.1551], [-1.3444, 1.7062, 0.9820], [-1.8686, 0.8229, -1.8040]]
}

{
  "formula": "C13H11FN2O2",
  "method": "the ωB97M-V functional and the def2-TZVPD basis",
  "relative_energy_ev": 0.000,
  "homo_energy_ev": -8.24,
  "orbital_gap_ha": 0.3257,
  "smiles": "Cc1cc2[nH]cc([C@@H]3CC(=O)NC3=O)c2cc1F",
  "elements": ["O", "O", "F", "C", "C", "C", "C", "C", "C", "C", "C", "C", "C", "N", "N", "C", "C", "C", "H", "H", "H", "H", "H", "H", "H", "H", "H", "H", "H"],
  "positions_angstrom": [[0.4667, -2.5495, -3.6045], [3.4243, -1.8995, -0.4363], [-3.0869, -1.4353, 0.5844], [1.0039, -1.9144, -2.7168], [2.3849, -1.5820, -1.0387], [2.0234, 1.6177, 0.4277], [1.4179, 0.6096, -0.2852], [-0.9490, -0.5621, 0.0626], [-1.3150, 1.5223, 1.9242], [-2.1156, -0.5124, 0.8095], [0.0771, 0.3981, 0.2392], [-0.1095, 1.3890, 1.1896], [-2.3129, 0.5669, 1.7140], [1.6023, -2.5117, -1.6647], [1.0806, 2.1427, 1.2810], [-3.5606, 0.6069, 2.5554], [1.1036, -0.3739, -2.6628], [2.0399, -0.1403, -1.4374], [3.0420, 1.9331, 0.3347], [-0.9000, -1.3394, -0.6743], [-1.4465, 2.3142, 2.6555], [1.8619, -3.5096, -1.7202], [1.2535, 2.8745, 1.9730], [-3.2843, 0.7061, 3.6117], [-4.1786, 1.4808, 2.3335], [-4.1373, -0.3323, 2.3966], [0.1091, 0.0490, -2.5044], [1.5653, 0.0383, -3.5740], [2.9398, 0.4131, -1.7732]]
}

{
  "formula": "C13H11HfN3O2",
  "method": "the ωB97M-V functional and the def2-TZVPD basis",
  "homo_energy_ev": -13.64,
  "orbital_gap_ha": 0.1271,
  "total_charge": 2,
  "elements": ["Hf", "O", "C", "C", "C", "C", "C", "C", "C", "O", "N", "N", "C", "C", "C", "C", "C", "C", "N", "H", "H", "H", "H", "H", "H", "H", "H", "H", "H", "H"],
  "positions_angstrom": [[-1.1426, -0.8442, 1.6824], [2.4030, 2.1159, -1.2911], [1.4815, 3.0588, -0.9011], [1.7418, 4.3645, -1.3266], [0.8771, 5.3986, -0.9757], [-0.2476, 5.1245, -0.2018], [-0.5073, 3.8150, 0.2205], [0.3511, 2.7478, -0.1154], [0.1021, 1.3065, 0.3283], [-0.8120, 1.2542, 1.1783], [0.8486, 0.3790, -0.2146], [0.5849, -0.8803, 0.3112], [0.1354, -1.6901, -0.5789], [-0.3416, -2.9892, -0.1280], [-0.2859, -4.1001, -0.9554], [-0.7121, -5.3157, -0.4275], [-1.1869, -5.3620, 0.8822], [-1.2169, -4.1855, 1.6176], [-0.8022, -2.9979, 1.1409], [2.0629, 1.2742, -0.8962], [2.6239, 4.5641, -1.9261], [1.0821, 6.4130, -1.3015], [-0.9282, 5.9210, 0.0824], [-1.3908, 3.6211, 0.8248], [0.0843, -1.4422, -1.6515], [0.1072, -4.0290, -1.9619], [-0.6658, -6.2203, -1.0259], [-1.5234, -6.2926, 1.3245], [-1.5802, -4.1641, 2.6407], [-1.1426, -0.8442, 3.6443]]
}

{
  "formula": "C13H11HgO6P",
  "method": "the ωB97M-V functional and the def2-TZVPD basis",
  "homo_energy_ev": -14.70,
  "orbital_gap_ha": 0.1157,
  "total_charge": 2,
  "elements": ["C", "C", "C", "C", "C", "C", "O", "C", "C", "C", "C", "O", "C", "P", "O", "O", "O", "C", "C", "O", "H", "H", "H", "H", "H", "H", "H", "H", "H", "H", "H", "Hg"],
  "positions_angstrom": [[-3.0401, -1.0904, -1.2922], [-2.9976, 0.3380, -1.1457], [-1.6561, 1.0099, -1.4903], [-0.5278, -0.0917, -1.4645], [-0.1382, -0.8219, -2.6890], [0.9580, -1.8216, -2.6337], [1.3826, -2.5051, -3.7360], [1.7037, -2.1486, -1.3813], [1.3217, -1.4403, -0.1872], [0.2149, -0.4264, -0.2334], [-0.1172, 0.3104, 1.0684], [-1.3228, 0.6192, 1.4018], [1.1115, 0.6228, 1.9778], [1.2603, 2.2170, 2.9468], [2.4950, 2.0862, 3.7489], [1.5588, 3.4328, 1.8316], [-0.0927, 2.5715, 3.8339], [2.1159, -0.3046, 2.0483], [2.0201, -1.6277, 1.2039], [2.4235, -2.6798, 1.6015], [-2.6994, -1.7456, -0.4331], [-3.3696, -1.6019, -2.2394], [-3.8829, 0.9462, -0.7987], [-1.4273, 1.8356, -0.7427], [-1.6948, 1.5375, -2.4926], [-0.6342, -0.6112, -3.6737], [0.8256, -2.2678, -4.5055], [2.5322, -2.8947, -1.3360], [0.7730, 4.0038, 1.7234], [-0.6276, 3.2702, 3.3981], [3.0324, -0.1892, 2.6745], [-1.5013, -0.5325, 3.0159]]
}

{
  "formula": "C13H12",
  "method": "the ωB97M-V functional and the def2-TZVPD basis",
  "relative_energy_ev": 0.000,
  "homo_energy_ev": -8.10,
  "orbital_gap_ha": 0.3278,
  "smiles": "C1=C[C@]2(CC23CC3)c2ccccc21",
  "elements": ["C", "C", "C", "C", "C", "C", "C", "C", "C", "C", "C", "C", "C", "H", "H", "H", "H", "H", "H", "H", "H", "H", "H", "H", "H"],
  "positions_angstrom": [[3.3867, -0.6320, 0.8789], [3.0613, -0.3718, -0.4812], [2.3916, -0.7400, 1.7982], [1.7264, -0.1520, -0.8551], [1.0723, -0.6883, 1.3765], [0.6709, -0.3477, 0.0672], [-0.1704, -0.7734, 2.0655], [-1.2782, -0.4862, 1.3472], [-1.5809, 2.0439, -1.3615], [-2.8582, 1.3738, -0.7507], [-1.4762, -0.8421, -1.2727], [-0.8068, -0.2432, -0.0002], [-1.6051, 0.5907, -0.9858], [4.3579, -0.8074, 1.2510], [3.8296, -0.2785, -1.2771], [2.5476, -1.3550, 2.8205], [1.4782, -0.1140, -1.9193], [-0.2764, -1.0518, 3.1060], [-2.1208, -0.5138, 1.8943], [-1.5829, 2.3186, -2.3844], [-0.9296, 2.6250, -0.7638], [-2.8810, 1.7181, 0.2631], [-3.7689, 1.3008, -1.4941], [-0.8242, -1.0918, -2.1027], [-2.3630, -1.4823, -1.2198]]
}

{
  "formula": "C13H12ClNO2STi",
  "method": "the ωB97M-V functional and the def2-TZVPD basis",
  "relative_energy_ev": 0.000,
  "homo_energy_ev": -16.41,
  "orbital_gap_ha": 0.2609,
  "total_charge": 2,
  "elements": ["Cl", "C", "C", "C", "H", "C", "C", "H", "H", "H", "C", "Ti", "C", "O", "C", "O", "H", "H", "H", "S", "C", "N", "C", "C", "C", "C", "H", "H", "H", "H", "H"],
  "positions_angstrom": [[0.0756, -0.8760, -2.7168], [3.0753, -0.1493, -0.3184], [2.7933, 1.1475, 0.1992], [2.2915, 1.9579, -0.8546], [3.0154, 1.4857, 1.2022], [2.2689, 1.1739, -2.0541], [2.7084, -0.1600, -1.6878], [2.8434, -0.9809, -2.3745], [3.5811, -0.9488, 0.2031], [2.0577, 3.0154, -0.7902], [1.9233, 1.6250, -3.4186], [0.7114, 0.1967, -0.6699], [-0.7319, 1.6372, -0.5559], [-1.5702, 2.4362, -0.4494], [-0.7164, -1.5785, -0.8498], [-1.3592, -2.5641, -0.9021], [1.1561, 2.4004, -3.4198], [1.5218, 0.8011, -4.0061], [2.7915, 1.9960, -3.9738], [0.5597, -0.5675, 1.5408], [-1.0919, -0.8496, 2.0438], [-1.6372, -2.0959, 1.9147], [-2.9529, -2.3326, 2.1867], [-3.7624, -1.2975, 2.6085], [-3.2226, -0.0130, 2.7552], [-1.8721, 0.1967, 2.5045], [-1.0760, -2.8313, 1.4788], [-3.3138, -3.3376, 1.9914], [-4.8122, -1.4883, 2.8111], [-3.8444, 0.8232, 3.0701], [-1.4110, 1.1782, 2.5318]]
}

{
  "formula": "C13H12MoN4S",
  "method": "the ωB97M-V functional and the def2-TZVPD basis",
  "homo_energy_ev": [-14.71, -16.11],
  "spin_multiplicity": 3,
  "orbital_gap_ha": [0.2316, 0.2849],
  "total_charge": 2,
  "elements": ["Mo", "C", "C", "C", "C", "N", "C", "C", "C", "C", "C", "C", "N", "H", "H", "H", "H", "H", "H", "H", "H", "S", "N", "C", "C", "N", "C", "H", "H", "H", "H"],
  "positions_angstrom": [[-0.3567, 1.1919, -1.1984], [2.2858, -2.2379, -1.7444], [2.9348, -2.3974, -0.5121], [2.5975, -1.4922, 0.5045], [1.7384, -0.4067, 0.2425], [1.2629, -0.2116, -1.0493], [1.5300, -1.1450, -1.9874], [1.3731, 0.5555, 1.1460], [1.8227, 0.6222, 2.4888], [1.3505, 1.5723, 3.3699], [0.3833, 2.5328, 2.8992], [0.0278, 2.5474, 1.5986], [0.4857, 1.5850, 0.6957], [2.4530, -2.9329, -2.5482], [3.6254, -3.2160, -0.2453], [2.9945, -1.5142, 1.5022], [1.0275, -1.0445, -2.9697], [2.5174, -0.1188, 2.7980], [1.5232, 1.4081, 4.4316], [-0.0882, 3.1797, 3.6680], [-0.6988, 3.2827, 1.2229], [-0.2016, 2.8280, -2.4629], [-3.7460, -1.3268, -0.9673], [-4.2146, -0.4130, -1.8960], [-3.2349, 0.5223, -2.0231], [-2.1974, 0.1845, -1.1986], [-2.5284, -0.9775, -0.5908], [-4.2571, -2.2027, -0.5864], [-5.2258, -0.4337, -2.3109], [-3.2198, 1.4795, -2.5195], [-1.9640, -1.4211, 0.2426]]
}

{
  "formula": "C13H12N3ORuS",
  "method": "the ωB97M-V functional and the def2-TZVPD basis",
  "relative_energy_ev": 0.000,
  "homo_energy_ev": [-7.14, -7.80],
  "spin_multiplicity": 2,
  "orbital_gap_ha": [0.2795, 0.2722],
  "elements": ["Ru", "N", "C", "S", "N", "N", "C", "C", "C", "C", "C", "C", "C", "O", "H", "H", "H", "H", "H", "H", "H", "C", "C", "C", "C", "C", "H", "H", "H", "H", "H"],
  "positions_angstrom": [[0.9687, 0.3307, 0.8471], [2.6991, -3.6984, 1.1332], [1.9914, -2.5797, 0.8289], [2.8230, -1.0450, 0.9655], [0.7766, -2.7006, 0.4213], [0.2169, -1.4814, 0.0542], [-0.7839, -1.6013, -0.7383], [-1.4135, -0.5200, -1.4443], [-2.5967, -0.7755, -2.1555], [-3.1682, 0.1788, -2.9619], [-2.5280, 1.4167, -3.0959], [-1.3560, 1.6859, -2.4296], [-0.7695, 0.7310, -1.5724], [0.3441, 1.0439, -0.9590], [3.5671, -3.6176, 1.6265], [2.2320, -4.5866, 1.0962], [-1.1088, -2.6173, -0.9510], [-3.0542, -1.7540, -2.0604], [-4.0849, -0.0270, -3.4967], [-2.9589, 2.1752, -3.7382], [-0.8530, 2.6378, -2.5405], [2.0908, 1.8775, 1.9013], [1.5207, 0.9946, 2.8832], [0.1124, 1.1076, 2.8322], [-0.2102, 1.9988, 1.7856], [1.0241, 2.4776, 1.2156], [3.1428, 2.0129, 1.7131], [2.0725, 0.3658, 3.5612], [-0.5872, 0.5813, 3.4603], [-1.2030, 2.2682, 1.4644], [1.0940, 3.1200, 0.3543]]
}

{
  "formula": "C13H12N8O4OsS4",
  "method": "the ωB97M-V functional and the def2-TZVPD basis",
  "relative_energy_ev": 0.683,
  "homo_energy_ev": [-13.47, -14.22],
  "spin_multiplicity": 5,
  "orbital_gap_ha": [0.2313, 0.2126],
  "total_charge": 2,
  "elements": ["Os", "N", "N", "C", "N", "N", "N", "O", "O", "H", "H", "H", "H", "H", "S", "S", "S", "S", "O", "N", "O", "C", "C", "C", "C", "C", "C", "N", "C", "C", "N", "C", "C", "C", "C", "H", "H", "H", "H", "H", "H", "H"],
  "positions_angstrom": [[0.3242, -0.2544, 0.2327], [0.1522, 0.5372, 2.7754], [0.2665, 1.9297, 2.7621], [0.2161, 2.6176, 1.6123], [0.2672, 3.9324, 1.6279], [0.1569, 1.8626, 0.4971], [0.0325, 2.3772, -0.7597], [-0.0271, 1.4853, -1.6038], [-0.0183, 3.5636, -0.9857], [-0.7818, 0.2541, 3.0625], [0.8261, 0.1472, 3.4255], [0.2314, 2.4356, 3.6359], [0.2683, 4.4532, 2.4916], [0.1959, 4.4322, 0.7525], [-3.3398, 2.5546, 1.1019], [-3.5998, 2.2059, -0.7653], [-3.0043, 0.1392, -1.2309], [-1.9937, -0.6057, 0.3069], [5.9557, -5.2591, -0.0267], [4.7494, -5.2729, -0.0049], [4.0496, -6.2570, 0.0995], [4.0702, -3.9450, -0.0937], [4.8888, -2.8699, -0.1054], [4.3750, -1.5427, -0.1428], [5.1807, -0.3946, -0.2406], [4.5759, 0.8395, -0.2660], [3.1877, 0.9234, -0.1645], [2.4044, -0.1418, -0.0509], [2.9891, -1.3706, -0.0727], [2.1193, -2.5041, -0.0707], [0.7748, -2.2356, -0.0451], [-0.0776, -3.2526, -0.1530], [0.3502, -4.5682, -0.2781], [1.6930, -4.8622, -0.2538], [2.6327, -3.8117, -0.1339], [5.9588, -3.0257, -0.0792], [6.2569, -0.4926, -0.3043], [5.1619, 1.7425, -0.3566], [2.7149, 1.8963, -0.1847], [-1.1338, -3.0211, -0.1357], [-0.3817, -5.3555, -0.3835], [2.0244, -5.8842, -0.3181]]
}

{
  "formula": "C13H13AuI2Si",
  "method": "the ωB97M-V functional and the def2-TZVPD basis",
  "homo_energy_ev": -8.02,
  "orbital_gap_ha": 0.2612,
  "elements": ["Au", "I", "C", "I", "H", "H", "C", "C", "C", "C", "C", "C", "Si", "C", "C", "C", "C", "C", "C", "H", "H", "H", "H", "H", "H", "H", "H", "H", "H", "H"],
  "positions_angstrom": [[1.0331, -0.7786, 2.5246], [0.5068, -3.1353, 3.8910], [1.3013, -4.6893, 2.5098], [0.4655, -4.5579, 0.6042], [1.0523, -5.6391, 2.9542], [2.3886, -4.5094, 2.4843], [-3.9338, 1.8227, 0.0422], [-3.0850, 2.8489, 0.4819], [-1.7609, 2.6154, 0.8444], [-1.3006, 1.3174, 0.7374], [-2.1263, 0.2879, 0.2535], [-3.4336, 0.5347, -0.0391], [0.4979, 1.0440, 1.0691], [1.4154, 0.5860, -0.4933], [1.7833, -0.7579, -0.8210], [2.3940, -1.0304, -2.0340], [2.5669, -0.1028, -3.0099], [2.3484, 1.2201, -2.6189], [1.7390, 1.5419, -1.4127], [-4.9565, 2.0048, -0.2518], [-3.5313, 3.9119, 0.4703], [-1.1806, 3.4069, 1.2333], [-1.8014, -0.7369, 0.1769], [-4.0798, -0.2464, -0.4192], [1.0458, 2.3215, 1.5690], [1.4931, -1.4451, -0.0472], [2.5288, -2.0851, -2.1452], [2.7870, -0.3058, -3.9749], [2.4842, 2.0176, -3.3157], [1.3582, 2.5382, -1.2632]]
}